Entry 1:
A structure of composition C33H57NOP2SbW at a distorted geometry. Source: the Open Molecules 2025 dataset; level of theory: the ωB97M-V functional and the def2-TZVPD basis.

LUMO = -10.34 eV
maximum force = 1.1 eV Å⁻¹
highest occupied orbital energy = -0.61498 Eh
energy above the lowest of the compared OMol25 structures with the same formula, charge and spin = 0.0 kcal/mol
HOMO-LUMO gap = 6.39 eV
energy = -65598.3679 eV
charge = +3

XYZ file:
```
96
Properties=species:S:1:pos:R:3:forces:R:3:mulliken_charge:R:1
W 0.420 -0.527 -0.421 1.019 -0.220 0.299 -0.12
Sb -2.414 -0.429 -0.608 -0.100 0.133 -0.010 -0.63
P 0.491 -0.705 2.067 -0.154 0.019 -0.226 2.16
P 0.488 1.812 -1.431 -0.009 -0.075 0.133 0.54
O 0.926 -3.188 -0.216 0.003 -0.215 -0.055 0.51
N 2.265 -0.026 -0.128 -0.040 0.305 0.096 0.55
C 0.816 0.422 4.593 0.005 0.027 0.008 -1.54
C 0.121 -2.475 -0.961 -0.030 -0.070 0.088 1.04
C 0.412 1.397 -3.215 -0.021 0.041 -0.141 0.93
C 3.864 -3.039 2.324 -0.030 0.013 -0.003 -0.99
C 2.664 -2.438 2.654 0.030 -0.012 -0.020 -0.98
C -0.528 -3.144 -2.123 0.046 0.055 -0.015 -2.00
C 0.728 -0.096 -3.266 -0.079 -0.033 0.125 -1.68
C -3.646 0.707 0.713 -0.100 0.012 0.058 -0.55
C -0.626 4.320 -2.138 0.003 0.018 0.021 -1.61
C 2.147 -1.420 1.848 -0.024 -0.128 0.073 -0.08
C -0.601 3.233 -1.058 -0.076 0.061 -0.050 1.75
C 0.586 0.795 3.122 -0.052 0.017 0.146 0.70
C -3.042 0.326 -2.498 -0.001 0.028 -0.114 -0.09
C 1.323 2.198 -4.141 -0.006 -0.026 -0.008 -1.61
C 4.028 -1.705 0.319 0.017 -0.090 0.093 -0.16
C -0.502 -1.941 2.993 0.026 0.013 0.177 0.18
C 4.123 3.655 -0.919 -0.046 -0.012 -0.004 -0.91
C -3.362 -2.339 -0.537 -0.073 -0.131 0.024 -0.11
C 2.807 3.421 -1.302 0.030 -0.011 0.025 -0.37
C -0.586 -3.339 2.392 0.013 0.000 -0.022 -1.34
C -1.908 -1.406 3.265 -0.033 0.018 0.009 -1.26
C 2.852 -1.055 0.689 -0.151 0.267 -0.329 -0.50
C 1.675 1.753 2.651 0.065 0.011 -0.031 -1.45
C 4.253 1.440 0.032 0.080 0.186 -0.029 -0.87
C 2.950 1.208 -0.375 -0.172 -0.408 0.094 0.04
C -0.317 3.806 0.329 0.002 -0.018 0.029 -1.42
C -3.602 2.219 0.579 0.020 0.059 -0.032 -1.13
C 1.361 -4.547 -0.559 -0.121 0.201 -0.006 -0.97
C 4.536 -2.684 1.151 0.015 0.023 -0.031 -0.85
C -4.731 -2.340 0.138 0.003 -0.030 0.020 -1.38
C -4.543 0.171 -2.725 -0.012 0.002 -0.025 -1.33
C 2.209 2.195 -1.030 0.040 0.207 -0.114 0.77
C 4.835 2.670 -0.252 0.000 -0.059 0.027 -1.08
H -5.157 -3.343 0.102 0.001 -0.007 -0.013 0.43
H 5.465 -3.177 0.895 0.001 -0.013 -0.009 0.52
H 4.536 -1.438 -0.599 0.007 0.026 -0.006 0.68
H -3.836 2.550 -0.435 0.015 -0.005 -0.007 0.28
H -4.351 2.665 1.234 -0.015 -0.025 0.007 0.50
H -0.634 1.544 -3.501 0.009 0.017 -0.001 0.43
H 0.239 -3.485 -2.826 -0.028 -0.022 -0.011 0.59
H 1.122 3.266 -4.100 -0.004 0.005 0.011 0.38
H -1.139 -3.973 3.086 -0.006 -0.008 -0.003 0.64
H 2.071 -4.802 0.220 -0.002 -0.056 -0.020 0.30
H 5.853 2.858 0.062 0.008 0.009 0.001 0.46
H -0.838 3.930 -3.132 -0.016 -0.017 0.001 0.42
H 1.724 -0.172 4.714 0.004 -0.005 -0.007 0.31
H -1.589 2.761 -1.038 -0.010 0.011 -0.026 -0.85
H -4.636 0.325 0.462 -0.020 0.025 0.038 0.58
H 4.283 -3.793 2.977 0.018 -0.007 0.002 0.52
H 4.583 4.610 -1.133 0.022 0.006 -0.012 0.54
H -1.419 5.028 -1.893 0.004 0.003 0.009 0.51
H 1.564 2.064 1.615 -0.030 -0.018 -0.015 0.06
H -5.131 0.676 -1.959 0.014 0.020 0.017 0.30
H -2.503 -1.431 2.350 -0.010 0.000 -0.020 -0.23
H 1.166 1.875 -5.171 0.006 -0.004 -0.006 0.49
H 0.047 -0.659 -2.572 -0.020 -0.023 -0.100 0.05
H 2.373 2.035 -3.895 0.009 0.003 0.005 0.37
H 0.500 -0.557 -4.229 0.047 0.042 -0.036 0.58
H -4.670 -2.054 1.188 0.007 0.009 0.004 0.28
H 0.503 -5.215 -0.539 0.026 -0.037 -0.004 0.34
H -2.673 -3.009 -0.023 -0.026 -0.016 -0.003 0.09
H -0.019 -0.111 5.043 -0.017 -0.016 -0.013 0.37
H 0.303 4.887 -2.176 -0.007 -0.005 -0.002 0.27
H 0.385 -3.798 2.224 0.029 0.007 0.007 0.19
H 1.641 2.652 3.267 0.015 -0.004 0.013 0.60
H 0.956 1.339 5.164 -0.001 0.004 -0.006 0.49
H -1.927 -0.396 3.674 0.009 0.001 -0.012 0.38
H -4.841 -0.876 -2.747 -0.002 -0.013 0.009 0.35
H -3.432 0.383 1.728 0.020 0.032 0.024 0.44
H -0.393 1.277 3.017 0.009 -0.010 -0.017 0.45
H 1.841 -4.540 -1.534 0.013 -0.045 0.009 0.37
H -2.637 2.630 0.870 -0.006 -0.001 0.019 0.10
H 2.143 -2.750 3.549 -0.005 0.019 0.012 0.54
H 0.030 -2.005 3.948 -0.021 -0.016 -0.001 0.85
H 0.671 4.264 0.380 0.015 0.022 -0.017 0.38
H -2.734 1.374 -2.536 -0.055 0.008 -0.010 0.12
H -1.052 4.578 0.554 -0.003 0.008 0.006 0.54
H -2.467 -0.204 -3.263 -0.033 0.010 -0.016 0.54
H 1.771 -0.309 -3.022 -0.009 0.001 -0.003 0.29
H -2.405 -2.059 3.984 0.006 0.008 0.010 0.57
H -1.213 -2.484 -2.651 0.002 -0.019 -0.006 0.18
H -0.377 3.048 1.114 -0.017 -0.013 -0.022 0.13
H 2.664 1.308 2.774 0.006 0.000 0.004 0.37
H -5.438 -1.672 -0.352 -0.004 -0.007 -0.040 0.34
H -1.133 -3.327 1.450 -0.012 0.007 -0.019 -0.19
H 2.259 4.203 -1.809 0.001 -0.014 0.003 0.27
H -4.821 0.607 -3.684 -0.003 -0.006 -0.008 0.47
H -3.432 -2.677 -1.572 -0.040 -0.002 -0.005 0.66
H -1.081 -4.027 -1.792 0.012 -0.008 0.004 0.64
H 4.814 0.698 0.580 0.000 -0.040 0.003 0.58
```
Positions in Å, forces in eV/Å.

=====

Entry 2:
A structure of composition C31H36BaN8OPS7 at a distorted geometry. Source: the Open Molecules 2025 dataset; level of theory: the ωB97M-V functional and the def2-TZVPD basis.

LUMO (spin up / spin down) = 3.42 / 3.42 eV
maximum force = 3.0 eV Å⁻¹
highest occupied orbital energy (spin up / spin down) = 0.00362 / -0.10544 Eh
energy above the lowest of the compared OMol25 structures with the same formula, charge and spin = 0.0 kcal/mol
<S²> = 0.775
HOMO-LUMO gap (spin up / spin down) = 3.32 / 6.28 eV
energy = -132531.8602 eV
charge = -2
spin multiplicity = 2

XYZ file:
```
85
Properties=species:S:1:pos:R:3:forces:R:3:mulliken_spin:R:1
Ba -0.729 1.092 1.874 -0.599 -1.744 -0.957 0.00
S 2.458 2.150 2.482 0.013 0.088 0.078 0.00
S 1.477 -2.329 1.073 -0.002 0.081 -0.008 0.00
S -0.990 -2.915 -0.999 0.002 0.014 -0.002 0.00
S 1.155 -0.650 -2.118 0.022 -0.006 -0.008 0.00
S -5.688 1.542 0.726 -0.040 -0.047 -0.009 0.09
S -3.948 2.588 5.805 0.052 -0.029 -0.050 0.00
S 3.419 0.446 -0.234 0.085 -0.103 -0.093 0.00
P -2.267 -2.090 2.372 -0.168 -0.021 0.084 0.00
O 0.125 2.920 0.998 1.190 2.515 -1.187 0.00
N 1.228 3.429 0.493 -0.025 -0.049 0.104 0.00
N -3.060 2.420 -2.958 0.010 -0.022 -0.009 0.03
N 3.481 -1.312 6.578 0.012 0.001 0.001 0.00
N 0.393 -0.556 3.387 0.922 -1.156 1.303 0.00
N -1.268 1.826 -1.712 -0.046 0.051 0.025 0.12
N 0.296 -4.259 5.750 -0.001 -0.006 -0.001 0.00
N -3.149 1.175 0.533 -0.480 0.102 -0.280 0.00
N -2.125 1.851 3.795 -0.802 0.439 1.130 0.00
C -0.854 2.296 -2.926 0.002 -0.027 0.000 -0.05
C 1.724 -3.461 -0.316 -0.004 0.019 0.016 0.00
C 3.561 3.729 0.507 -0.009 -0.064 0.082 0.00
C -4.940 1.898 -0.792 0.006 -0.032 -0.061 0.46
C 3.182 -1.818 1.414 -0.051 -0.024 0.005 0.00
C 0.579 3.007 -4.726 0.011 -0.007 -0.005 -0.06
C -2.870 2.168 4.641 -0.128 0.006 0.047 0.00
C 3.718 0.362 -2.017 -0.002 -0.068 0.010 0.00
C 1.124 4.162 -0.632 0.024 0.030 -0.026 0.00
C 0.392 -4.071 -0.753 -0.049 0.037 -0.023 0.00
C -3.543 1.678 -0.705 -0.070 -0.055 -0.027 0.01
C -1.582 -3.780 2.600 0.007 0.024 0.004 0.00
C 0.853 -1.181 4.250 -0.046 0.004 -0.061 0.00
C -0.519 3.344 -5.512 0.010 0.003 -0.004 0.06
C 3.475 4.489 -0.631 -0.033 0.043 -0.062 0.00
C -4.148 1.068 1.339 -0.033 -0.054 0.139 -0.01
C 3.972 -1.218 0.254 -0.042 0.036 -0.030 0.00
C 2.423 3.151 1.118 0.031 0.129 0.028 0.00
C 0.433 2.490 -3.440 0.003 -0.044 0.009 0.09
C 2.228 4.714 -1.225 0.039 -0.008 0.022 -0.01
C 0.515 -1.937 -3.208 0.002 0.023 0.014 0.00
C 2.533 -1.596 5.980 0.038 0.021 0.029 0.00
C -2.787 -1.765 4.109 -0.002 -0.016 -0.018 0.00
C -1.957 2.674 -3.738 -0.004 0.028 0.005 0.02
C -1.818 3.183 -5.013 -0.004 0.012 -0.011 0.01
C 1.379 -1.981 5.265 0.042 -0.035 -0.028 0.00
C -0.850 -2.418 -2.740 0.008 -0.039 0.035 0.00
C 2.827 -0.604 -2.801 -0.005 0.005 -0.018 0.00
C -3.896 -2.556 1.647 0.011 0.003 -0.009 -0.01
C 0.783 -3.232 5.531 -0.034 -0.053 0.022 0.00
C -2.614 1.933 -1.722 -0.001 -0.001 -0.038 0.16
H 2.111 5.277 -2.140 0.003 0.003 -0.005 0.00
H 3.556 1.385 -2.359 -0.031 0.019 0.024 0.00
H 4.373 4.903 -1.072 0.008 0.003 -0.005 0.00
H 5.020 -1.155 0.555 0.005 -0.006 -0.003 0.00
H -2.229 -4.380 3.245 0.000 -0.014 -0.006 0.00
H 3.079 -1.081 2.214 -0.005 -0.018 0.022 0.00
H 4.768 0.118 -2.200 0.011 0.043 -0.065 0.00
H -4.392 -3.327 2.244 -0.006 -0.003 0.000 0.00
H -1.575 -1.606 -2.824 -0.020 -0.008 -0.008 0.00
H -1.497 -4.269 1.628 -0.009 -0.009 -0.025 0.00
H 2.783 -0.288 -3.847 0.057 -0.022 -0.015 0.00
H 0.116 4.231 -1.012 0.003 -0.009 0.013 0.00
H 1.578 3.156 -5.122 0.004 0.003 0.001 0.00
H 1.296 2.256 -2.832 0.012 -0.032 -0.004 0.03
H 2.397 -4.269 -0.012 0.002 0.000 -0.038 0.00
H -4.012 2.634 -3.183 -0.018 -0.003 0.000 -0.01
H 0.420 -1.560 -4.231 0.010 -0.021 -0.013 0.00
H -3.161 -0.746 4.222 -0.021 0.003 -0.004 0.00
H -3.741 -2.931 0.633 0.004 0.002 -0.009 0.00
H -3.554 -2.475 4.430 0.007 -0.007 0.013 0.00
H 3.923 -1.868 -0.620 0.003 -0.026 -0.019 0.00
H -2.683 3.463 -5.605 -0.006 -0.007 -0.007 0.00
H 0.529 -4.653 -1.668 0.008 -0.027 0.011 0.00
H 4.511 3.522 0.977 -0.002 0.001 -0.009 0.00
H 0.037 -4.756 0.017 0.005 -0.003 0.008 0.00
H 1.225 -2.771 -3.224 -0.006 -0.006 -0.005 0.00
H -0.590 -3.730 3.049 0.004 -0.001 0.000 0.00
H -1.923 -1.867 4.767 0.019 0.020 -0.010 0.00
H 2.169 -2.923 -1.151 0.048 0.039 -0.030 0.00
H 3.251 -1.615 -2.782 -0.029 -0.010 0.023 0.00
H -4.544 -1.682 1.582 -0.001 0.003 0.000 0.01
H -5.500 2.394 -1.566 0.012 0.034 -0.024 0.04
H -0.371 3.744 -6.508 0.000 0.002 0.001 0.01
H -1.184 -3.238 -3.380 0.003 0.011 -0.012 0.00
H 3.739 -2.667 1.817 0.001 0.003 0.002 0.00
H -4.057 0.720 2.359 0.059 0.041 0.032 -0.01
```
Positions in Å, forces in eV/Å.

=====

Entry 3:
A structure of composition C30H32N2OP2S2Ti. Source: the Open Molecules 2025 dataset; level of theory: the ωB97M-V functional and the def2-TZVPD basis.

LUMO = -6.25 eV
maximum force = 0.1 eV Å⁻¹
highest occupied orbital energy = -0.53062 Eh
HOMO-LUMO gap = 8.19 eV
energy = -100010.6288 eV
charge = +2

XYZ file:
```
70
Properties=species:S:1:pos:R:3:forces:R:3:nbo_charge:R:1
Ti -0.780 1.792 0.933 -0.034 0.029 -0.061 1.18
S -2.139 0.699 2.435 -0.037 -0.047 0.028 -0.31
S -1.429 2.708 -1.083 -0.001 -0.022 0.031 -0.32
P -0.831 0.755 -1.515 0.012 -0.025 -0.028 1.47
P -1.349 -0.795 1.207 0.005 0.007 -0.023 1.45
O 0.736 2.594 1.689 0.040 0.022 -0.037 -0.73
N 2.548 2.244 2.985 -0.012 -0.049 -0.017 -0.39
N 2.752 3.209 0.864 -0.008 0.003 -0.008 -0.39
C 1.749 1.387 3.864 -0.012 0.002 0.008 -0.41
C 1.379 -3.473 3.666 -0.007 -0.005 0.013 -0.16
C -0.257 -1.826 2.169 -0.019 -0.002 0.034 -0.47
C 4.160 2.879 0.643 0.020 -0.002 -0.019 -0.41
C 0.497 1.174 -3.875 0.013 -0.008 0.004 -0.11
C -4.901 -2.015 -0.314 0.005 0.018 0.004 -0.19
C 0.631 0.797 -2.539 -0.007 0.015 0.011 -0.46
C -2.874 -2.091 -3.475 0.013 0.001 0.006 -0.14
C 3.758 2.818 3.581 0.016 0.001 0.008 -0.41
C 0.073 -3.237 4.082 0.002 0.002 0.001 -0.19
C -2.433 -3.143 0.325 -0.014 -0.005 -0.014 -0.19
C -4.665 -3.368 -0.533 -0.012 -0.002 0.000 -0.16
C -3.333 0.556 -2.728 -0.006 -0.025 -0.009 -0.18
C -0.435 0.149 0.065 -0.017 0.047 0.030 -1.27
C 1.882 0.493 -2.008 0.003 -0.010 -0.016 -0.19
C -4.291 -0.139 -3.450 -0.001 0.022 0.005 -0.19
C -2.143 -0.080 -2.391 0.024 0.000 0.020 -0.44
C -4.063 -1.456 -3.819 -0.001 -0.004 -0.005 -0.17
C 1.050 -2.059 1.752 -0.003 0.000 -0.005 -0.13
C -2.676 -1.787 0.545 0.011 0.028 0.011 -0.37
C 3.003 0.566 -2.821 -0.005 -0.005 0.018 -0.20
C -0.752 -2.415 3.334 0.020 0.004 -0.019 -0.16
C 1.623 1.253 -4.676 0.005 -0.003 -0.001 -0.21
C 2.027 2.678 1.842 0.025 0.016 0.071 0.83
C -3.908 -1.218 0.229 0.001 -0.034 -0.012 -0.20
C -3.437 -3.931 -0.216 0.009 -0.001 0.004 -0.20
C 1.867 -2.889 2.506 0.004 0.005 -0.013 -0.22
C -1.905 -1.404 -2.766 -0.032 0.001 -0.012 -0.20
C 2.109 3.984 -0.198 0.005 0.009 -0.019 -0.41
C 2.873 0.950 -4.149 -0.003 0.002 -0.009 -0.16
H -2.699 -3.117 -3.770 -0.002 0.001 -0.001 0.23
H 3.531 3.075 4.614 -0.003 0.000 0.000 0.23
H 4.445 2.013 1.232 -0.004 -0.002 0.004 0.22
H 4.042 3.728 3.062 -0.006 -0.002 0.002 0.23
H -5.864 -1.586 -0.553 -0.002 -0.004 -0.001 0.24
H -3.263 -4.986 -0.378 -0.002 0.001 0.000 0.24
H -1.479 -3.584 0.585 -0.003 -0.005 0.001 0.23
H 1.969 0.184 -0.973 0.004 0.012 0.006 0.22
H 1.174 0.670 3.282 0.008 0.003 0.007 0.22
H -0.480 1.396 -4.289 0.001 0.006 -0.004 0.23
H -4.812 -1.993 -4.386 0.001 0.000 0.000 0.24
H 1.233 4.499 0.184 0.000 -0.003 0.002 0.23
H -5.450 -3.989 -0.943 0.001 0.000 0.001 0.24
H 1.528 1.542 -5.714 -0.003 0.001 0.001 0.24
H 2.881 -3.087 2.184 -0.001 0.002 -0.001 0.23
H 1.074 1.976 4.486 0.002 0.010 -0.004 0.22
H -4.095 -0.168 0.419 -0.002 0.003 0.000 0.23
H -1.772 -2.234 3.653 0.002 -0.004 0.006 0.24
H 3.977 0.309 -2.424 0.000 0.001 -0.003 0.23
H 4.815 3.717 0.880 -0.008 0.006 0.003 0.22
H 2.018 -4.121 4.251 0.000 0.001 -0.001 0.24
H 2.821 4.728 -0.549 -0.001 0.003 0.004 0.23
H -5.214 0.352 -3.728 0.000 -0.004 -0.002 0.24
H 2.432 0.836 4.506 0.006 0.001 -0.008 0.23
H 4.280 2.633 -0.412 -0.003 0.001 -0.002 0.23
H 1.824 3.345 -1.036 0.005 -0.012 0.005 0.21
H -0.969 -1.891 -2.516 0.003 0.001 0.002 0.23
H 4.586 2.111 3.569 -0.001 0.000 0.000 0.22
H -0.302 -3.698 4.985 0.002 0.000 0.000 0.24
H 3.749 1.002 -4.782 -0.001 0.001 0.001 0.24
H -3.512 1.583 -2.438 -0.004 0.003 -0.002 0.24
H 1.416 -1.603 0.840 0.008 -0.004 0.005 0.22
```
Positions in Å, forces in eV/Å.

=====

Entry 4:
A structure of composition CH3N5S at a distorted geometry. Source: the Open Molecules 2025 dataset; level of theory: the ωB97M-V functional and the def2-TZVPD basis.

LUMO = 0.26 eV
maximum force = 5.3 eV Å⁻¹
highest occupied orbital energy = -0.35652 Eh
energy above the lowest of the compared OMol25 structures with the same formula, charge and spin = 37.4 kcal/mol
HOMO-LUMO gap = 9.96 eV
energy = -19367.5398 eV

XYZ file:
```
10
Properties=species:S:1:pos:R:3:forces:R:3:nbo_charge:R:1
S 2.357 -0.466 0.003 1.706 1.627 -0.175 0.13
N -1.090 -1.873 -0.035 -0.547 -0.754 0.101 -0.04
N -1.503 -0.687 0.008 1.438 1.195 0.244 -0.07
N 0.262 -1.956 0.004 -1.019 -2.623 -0.083 -0.33
N -0.434 1.528 -0.065 -3.903 -1.527 -0.584 -0.62
N -0.362 0.110 0.123 0.310 -1.953 -1.245 -0.13
C 0.715 -0.781 0.052 -2.055 3.155 -0.061 0.13
H -0.559 1.714 0.957 -0.588 1.289 -1.332 0.38
H -1.571 1.563 -0.686 4.449 0.306 2.881 0.40
H 2.187 0.849 -0.363 0.209 -0.715 0.254 0.15
```
Positions in Å, forces in eV/Å.